[1]
Here is C6H6Cl2IrN2O3STl as an isolated structure at a distorted geometry from OMol25. Energies are from ωB97M-V with the def2-TZVPD basis set.

Structure (XYZ):
```
22
Properties=species:S:1:pos:R:3:mulliken_spin:R:1
Ir -0.48938 -0.47719 -4.31338 1.35
Tl 0.43580 -0.43709 -1.17419 0.26
Cl -1.42320 -2.24587 -3.00912 0.47
Cl -1.26721 1.40718 -3.19555 0.30
C 1.47910 1.65501 -0.37479 0.07
C 0.04532 -2.05742 -5.11575 -0.04
C 0.12374 0.76796 -5.56454 -0.03
O 1.83215 2.64714 0.06657 -0.01
O 0.33719 -2.98515 -5.74049 0.00
O 0.49109 1.39507 -6.48920 0.03
S -1.67757 -1.05066 0.51931 0.51
C -0.77033 -0.48285 1.84504 -0.11
N 0.56140 -0.63695 2.11832 0.40
C 0.95775 -0.00286 3.39542 0.02
C -0.35350 0.68612 3.84757 0.03
N -1.29235 0.42661 2.72391 0.54
H 1.18708 -1.30600 1.62982 -0.02
H 1.75985 0.73774 3.26731 0.05
H 1.32039 -0.73516 4.13365 0.06
H -0.24777 1.76942 3.98428 0.05
H -0.74249 0.25422 4.78462 0.08
H -2.26706 0.67077 2.66120 -0.02
```

largest force on an atom: 10.12 eV Å⁻¹
spin multiplicity: 5
M: 653.70 g mol⁻¹
HOMO-LUMO gap (alpha / beta): 9.2 / 5.4 eV
net charge: +4

---

[2]
Here is a 2-piece molecular cluster, C6H6ClINP overall at a distorted geometry from OMol25. Energies are from ωB97M-V with the def2-TZVPD basis set.

Structure (XYZ):
```
16
Properties=species:S:1:pos:R:3:mulliken_spin:R:1
C 1.96159 -1.30922 0.36480 0.02
C 0.73455 -1.72845 -0.15290 0.00
C 2.19300 -0.01715 0.76653 -0.01
C -0.34626 -0.76262 -0.19961 0.01
C 1.16500 0.89329 0.65518 0.03
C -0.07351 0.55509 0.06736 0.05
N -2.25411 1.69981 -1.37840 0.49
P -1.45028 1.70511 -0.01465 0.40
Cl -0.64157 3.58941 0.28539 0.05
I -4.97618 -1.75543 -0.14244 1.00
H 2.89828 -2.02169 0.44746 0.00
H 0.72103 -2.70915 -0.47285 0.00
H 3.07861 0.22059 1.36748 0.00
H -1.29016 -1.15752 -0.80016 0.00
H 1.09639 1.91886 0.86628 0.00
H -2.81638 0.87907 -1.65946 -0.02
```

largest force on an atom: 4.59 eV Å⁻¹
spin multiplicity: 3
M: 285.45 g mol⁻¹
HOMO-LUMO gap (alpha / beta): 8.8 / 5.9 eV

---

[3]
Here is an isolated ion of composition C6H6ClN2 and charge +1 at a distorted geometry from OMol25. Energies are from ωB97M-V with the def2-TZVPD basis set.

Structure (XYZ):
```
15
Properties=species:S:1:pos:R:3:lowdin_charge:R:1
C 0.47612 -1.29046 -1.68520 0.11
C 0.19250 -0.29573 -0.85982 -0.25
C 1.34354 0.34650 -0.19173 -0.05
C 1.03304 1.05429 0.93377 -0.01
C -0.46795 0.95465 1.20875 -0.14
C -1.01306 0.30360 0.01825 -0.87
Cl -2.11092 1.14352 -0.91631 0.93
N -1.59766 -0.90169 0.33759 0.07
N -2.13040 -1.86525 0.46094 0.46
H -0.11302 -2.15995 -1.76121 0.06
H 1.59254 -1.37782 -2.00672 0.14
H 2.38526 0.33511 -0.59128 0.14
H 1.83310 1.47325 1.47477 0.11
H -0.62161 0.30018 2.07755 0.14
H -0.80147 1.97980 1.50066 0.15
```

largest force on an atom: 5.76 eV Å⁻¹
structure (SMILES): C=C1C=CC[C@]1(Cl)[N+]#N
M: 141.58 g mol⁻¹
HOMO-LUMO gap: 7.6 eV
net charge: +1

---

[4]
Here is a 2-piece molecular cluster, C6H6ClNO overall at a distorted geometry from OMol25. Energies are from ωB97M-V with the def2-TZVPD basis set.

Structure (XYZ):
```
15
Properties=species:S:1:pos:R:3:lowdin_charge:R:1
C 1.46265 0.49548 1.27429 -0.12
C 1.50311 -0.34720 0.09281 -0.71
Cl 1.15372 0.47052 -1.45474 0.69
C 1.61834 -1.66398 -0.02335 -0.22
O 1.76327 -2.81267 -0.19665 0.18
H 1.94576 -0.02397 2.06771 0.07
H 0.37537 0.62694 1.59528 0.09
H 1.83641 1.52090 0.94156 0.11
C -1.34782 -0.69019 -0.39458 -0.04
C -2.00627 0.28453 -0.95695 -0.23
C -1.98620 1.58468 -0.51783 -0.28
N -1.86701 2.68895 -0.19112 0.16
H -1.02370 -1.66358 -0.85960 0.10
H -0.89676 -0.63316 0.58622 0.05
H -2.53087 0.16275 -1.96306 0.14
```

largest force on an atom: 3.97 eV Å⁻¹
structure (SMILES): CC(Cl)=C=O.C=CC#N
M: 143.57 g mol⁻¹
HOMO-LUMO gap: 8.9 eV

---

[5]
Here is C6H6ClNO2S as an isolated structure at a distorted geometry from OMol25. Energies are from ωB97M-V with the def2-TZVPD basis set.

Structure (XYZ):
```
17
Properties=species:S:1:pos:R:3:lowdin_charge:R:1
C -0.96171 0.99005 -2.39908 -0.18
C -2.03000 0.81073 -1.66035 -0.75
C 0.16629 0.26339 -0.58325 -0.19
C 1.37984 -0.11053 1.81121 -0.14
C 1.44023 -1.47331 1.22504 -0.13
C 1.72183 -0.29864 0.39650 -0.11
N 0.27777 0.68862 -1.75990 0.06
O -2.14249 -1.08904 0.24895 -0.29
O -1.66691 1.19603 1.07236 -0.27
S -1.52082 0.19541 0.08290 0.68
Cl -3.66040 1.13635 -1.86958 0.73
H -1.07850 1.34755 -3.38781 0.11
H 0.46815 0.20808 1.99581 0.03
H 2.24167 0.14577 2.41789 0.12
H 2.31188 -1.98758 1.33791 0.07
H 0.42339 -2.03810 1.13882 0.15
H 2.62977 0.01522 -0.06741 0.12
```

largest force on an atom: 6.35 eV Å⁻¹
M: 191.64 g mol⁻¹
HOMO-LUMO gap: 9.3 eV

---

[6]
Here is one molecule with the formula C6H6ClNO3 at a distorted geometry from OMol25. Energies are from ωB97M-V with the def2-TZVPD basis set.

Structure (XYZ):
```
17
Properties=species:S:1:pos:R:3:lowdin_charge:R:1
C -0.23383 1.13000 -0.47656 -0.03
C -0.63663 -0.09636 -0.10160 -0.04
C 1.05604 1.73184 -0.31397 -0.40
C 2.18968 1.16440 0.08303 -0.40
C 0.11058 -1.35794 0.35506 -0.16
C 1.54682 -1.34355 0.76259 -0.01
N 2.58984 -1.61870 -0.17371 -0.44
O 3.79468 -1.50298 0.22109 -0.12
O 2.29064 -1.84990 -1.36660 -0.01
O 1.08575 3.08497 -0.53062 0.06
Cl 3.80001 1.04790 0.30910 0.88
H -0.90360 1.86024 -0.97710 0.14
H -1.64039 -0.28786 -0.18739 0.07
H -0.28453 -1.85302 1.29061 0.13
H -0.10434 -2.13220 -0.50228 0.16
H 1.86408 -1.19820 1.69940 0.07
H 1.89192 3.27790 -0.96751 0.09
```

largest force on an atom: 6.05 eV Å⁻¹
M: 175.57 g mol⁻¹
HOMO-LUMO gap (alpha / beta): 7.1 / 7.1 eV

---

[7]
Here is a 2-piece molecular cluster, C6H6F3NP2 overall at a distorted geometry from OMol25. Energies are from ωB97M-V with the def2-TZVPD basis set.

Structure (XYZ):
```
18
Properties=species:S:1:pos:R:3:lowdin_charge:R:1
C 2.96773 0.04804 -0.14420 -0.03
C 2.37861 -1.16855 -0.41127 -0.07
C 2.11291 1.09908 0.22364 -0.06
C 1.01867 -1.42759 -0.21786 -0.05
C 0.77167 0.88150 0.31758 0.00
C 0.15983 -0.43521 0.17417 -0.40
N -1.17321 -0.46629 0.28705 -0.13
F -2.42925 2.89642 0.41219 -0.52
F -3.22818 -1.16826 1.15198 -0.34
F -3.01696 -1.08396 -1.17982 -0.37
P -3.16293 1.72631 -0.46913 0.80
P -2.15265 -1.76942 0.05325 0.80
H 3.97025 0.16324 -0.32143 0.08
H 2.84450 -2.01798 -0.81562 0.09
H 2.41124 2.05374 0.27267 0.07
H 0.51460 -2.43057 -0.50649 0.12
H 0.01809 1.75060 0.51407 0.14
H -4.00491 1.34892 0.65923 -0.14
```

largest force on an atom: 3.63 eV Å⁻¹
M: 211.06 g mol⁻¹
HOMO-LUMO gap (alpha / beta): 8.8 / 5.0 eV

---

[8]
Here is one molecule with the formula C6H6FN at a distorted geometry from OMol25. Energies are from ωB97M-V with the def2-TZVPD basis set.

Structure (XYZ):
```
14
Properties=species:S:1:pos:R:3:lowdin_charge:R:1
F 2.22171 1.36127 -0.86108 -0.05
C 0.86044 1.63165 -0.75375 -0.16
C 0.11908 0.45182 -0.19066 -0.19
C 0.76263 -0.70020 0.23132 -0.02
C -0.00091 -1.75097 0.72638 -0.05
C -1.38827 -1.58586 0.83420 -0.15
N -2.02841 -0.49051 0.41692 0.06
C -1.26614 0.49146 -0.07221 -0.11
H 0.73010 2.48542 -0.08997 0.12
H 0.49200 1.90634 -1.75675 0.13
H 1.83700 -0.78383 0.14407 0.11
H 0.45745 -2.65128 1.07279 0.09
H -2.03252 -2.37207 1.23711 0.10
H -1.80141 1.37020 -0.42767 0.12
```

largest force on an atom: 1.04 eV Å⁻¹
structure (SMILES): FCc1cccnc1
M: 111.12 g mol⁻¹
HOMO-LUMO gap: 10.6 eV

---

The lowest M belongs to which entry? C6H6FN

---

Look up the M of the seventh one. 211.06 g mol⁻¹